Entry 1:
{
  "formula": "C2H17NO5",
  "method": "ωB97M-V/def2-TZVPD",
  "symbols": ["H", "O", "N", "H", "H", "C", "H", "H", "H", "C", "H", "H", "H", "O", "H", "H", "O", "H", "H", "O", "H", "H", "O", "H", "H"],
  "coordinates": [[-0.2482, 0.8939, 0.5014], [-0.7549, 1.5662, -0.3830], [0.3827, 0.0203, 1.2068], [-0.9773, 2.4667, -0.1276], [0.1930, 0.2517, 2.1619], [1.7977, -0.0916, 0.7928], [2.2766, 0.8212, 0.4249], [1.8492, -0.6389, -0.1250], [-0.1084, -0.8079, 0.8331], [2.6278, -0.3156, 2.0433], [2.3744, -1.3097, 2.5934], [3.7064, -0.4653, 1.9982], [2.5862, 0.5466, 2.7096], [-3.0363, 0.2810, -0.3927], [-2.1166, 0.6350, -0.5550], [-3.4757, -0.0438, -1.1820], [1.4958, 1.7502, -2.0416], [1.0596, 1.8113, -2.8907], [0.8427, 1.6409, -1.3236], [-2.1501, -1.8108, 1.0847], [-2.4885, -2.5551, 0.5809], [-2.7492, -1.0475, 0.9202], [0.3882, -1.4561, -1.7266], [0.0208, -0.7286, -2.2391], [1.0615, -1.8616, -2.2842]],
  "atomic_forces_ev_per_a": [[-0.072, 0.727, -0.726], [0.500, -0.460, 0.353], [-0.228, -0.183, -2.284], [-0.018, -0.117, 0.078], [0.164, -0.487, 0.534], [1.070, 1.781, 1.137], [-1.027, 0.790, -0.051], [0.115, -1.406, 0.193], [-0.111, 0.231, 1.052], [0.604, -3.096, 1.394], [-0.209, 1.824, -0.586], [0.161, 0.198, -1.102], [-0.668, -0.099, 0.118], [-0.302, 0.016, 0.378], [-0.562, 0.174, -0.262], [0.411, 0.163, -0.125], [0.885, -0.187, 0.245], [-0.416, 0.070, 0.160], [-0.572, 0.213, -0.588], [-0.007, 0.246, 0.534], [-0.084, 0.162, -0.062], [0.412, -0.556, -0.447], [-0.076, -0.216, 0.042], [0.123, 0.074, 0.025], [-0.094, 0.137, -0.011]],
  "de_lowest_kj_mol": 158.3,
  "largest_force_ev_per_a": 3.45,
  "total_energy_ha": -517.32145,
  "e_homo_ev": -9.883,
  "orbital_gap_ev": 10.4
}



Entry 2:
{
  "formula": "C2H17NO5",
  "method": "ωB97M-V/def2-TZVPD",
  "symbols": ["H", "O", "N", "H", "H", "C", "H", "H", "H", "C", "H", "H", "H", "O", "H", "H", "O", "H", "H", "O", "H", "H", "O", "H", "H"],
  "coordinates": [[-0.6160, 0.1315, 0.7211], [-0.7092, -0.7953, 1.5996], [0.2370, 0.9023, 0.0507], [-1.1409, -0.5606, 2.4220], [0.5631, 1.7747, 0.5209], [-0.5118, 1.2383, -1.1386], [-1.5738, 1.4066, -0.7992], [-0.6684, 0.5277, -1.9287], [1.0529, 0.2288, -0.1578], [0.0589, 2.5373, -1.7491], [1.1422, 2.8748, -1.5873], [-0.2304, 2.6916, -2.7990], [-0.5201, 3.3727, -1.3326], [1.3925, -2.2067, 1.9338], [0.4198, -1.8416, 1.7530], [1.7020, -1.5260, 2.4858], [-3.1806, 0.0512, 0.8407], [-3.2840, -0.6719, 0.2138], [-2.2170, -0.2411, 1.1824], [2.3551, -1.1276, -0.2515], [2.9749, -1.6063, -0.8762], [2.3201, -1.8378, 0.5017], [-0.0210, -2.0571, -0.7660], [0.6368, -1.3868, -0.9410], [-0.1820, -1.8787, 0.1015]],
  "atomic_forces_ev_per_a": [[2.238, -0.056, 1.426], [-0.875, 0.625, -0.677], [0.473, -1.927, 0.021], [0.131, 0.001, 0.406], [-0.339, -1.225, -0.404], [-1.133, 2.570, -0.653], [0.972, 0.201, -0.364], [0.842, -1.148, 0.217], [-1.050, 1.639, 0.663], [-0.451, 1.843, -0.260], [-1.317, -1.275, -0.261], [0.549, -0.548, 0.027], [0.229, -0.007, 0.412], [-2.112, -0.990, -1.209], [1.975, -0.589, 0.594], [0.864, 1.279, 1.327], [2.811, -0.830, 0.751], [-0.472, -0.006, -0.207], [-2.978, 0.711, -0.901], [2.325, -2.281, 0.079], [-1.049, 1.205, 0.649], [-0.817, 1.649, -0.881], [-0.089, -0.743, -3.971], [0.563, -0.351, -0.554], [-1.290, 0.251, 3.771]],
  "de_lowest_kj_mol": 277.2,
  "largest_force_ev_per_a": 4.04,
  "total_energy_ha": -517.27613,
  "e_homo_ev": -10.486,
  "orbital_gap_ev": 10.9
}



Entry 3:
{
  "formula": "C2H17NO5",
  "method": "ωB97M-V/def2-TZVPD",
  "symbols": ["H", "O", "N", "H", "H", "C", "H", "H", "H", "C", "H", "H", "H", "O", "H", "H", "O", "H", "H", "O", "H", "H", "O", "H", "H"],
  "coordinates": [[0.7582, -0.5631, -0.2238], [1.8521, -0.3260, -0.5736], [-0.5070, -0.8215, 0.1887], [2.2212, -1.1216, -0.9778], [-0.5678, -1.8293, 0.1833], [-1.4835, -0.2682, -0.7985], [-0.9396, -0.1389, -1.7296], [-1.6924, 0.7493, -0.4683], [-0.4696, -0.3522, 1.0877], [-2.8234, -0.9819, -0.6572], [-3.3931, -0.5405, 0.1526], [-3.4806, -0.7792, -1.5084], [-2.7124, -2.0534, -0.4901], [2.0917, 0.2511, 2.0634], [2.1198, -0.0449, 1.1155], [3.0237, 0.4186, 2.2410], [1.1091, 0.0094, -3.3411], [1.9550, 0.3780, -3.6288], [1.1043, 0.0362, -2.3624], [-0.4960, 0.4900, 2.9702], [-0.3270, 1.3317, 3.4071], [0.2808, -0.0674, 3.0918], [0.4242, 2.1641, -0.0259], [0.8290, 2.3209, 0.8363], [1.1234, 1.7391, -0.5520]],
  "atomic_forces_ev_per_a": [[0.663, -0.094, -0.468], [-0.622, -0.125, 0.095], [0.496, 0.410, -1.153], [-0.040, 0.124, 0.131], [-0.094, -0.039, 0.688], [0.057, 0.824, 1.916], [-0.645, -0.666, -0.522], [0.376, 0.136, -0.130], [-0.688, -0.263, 0.257], [-0.218, 0.227, -0.991], [0.236, -0.137, 0.543], [0.265, -0.369, -0.226], [-0.147, -0.023, -0.181], [0.519, -0.152, -0.418], [-0.146, 0.177, 0.230], [-0.077, 0.000, 0.242], [-0.133, 0.013, 0.113], [-0.259, -0.078, 0.304], [0.543, 0.081, -0.493], [-0.676, -0.195, 0.034], [0.210, -0.247, -0.106], [0.345, 0.444, 0.093], [0.243, 0.056, -0.162], [-0.001, -0.191, -0.115], [-0.208, 0.086, 0.319]],
  "de_lowest_kj_mol": 106.0,
  "largest_force_ev_per_a": 2.09,
  "total_energy_ha": -517.34134,
  "e_homo_ev": -10.051,
  "orbital_gap_ev": 10.6
}